one | {
  "formula": "C5H7N",
  "method": "wB97M-V/def2-TZVPD",
  "smiles": "C/C=C\\C1=NC1",
  "homo_lumo_gap_ha": 0.34957,
  "charge": 0,
  "elements": ["C", "C", "C", "C", "C", "N", "H", "H", "H", "H", "H", "H", "H"],
  "positions_angstrom": [[0.87, 0.25, -0.12], [2.40, 0.04, -0.07], [-0.23, 1.11, -0.06], [-1.46, 0.54, -0.06], [-1.56, -0.90, 0.10], [1.30, -0.90, -0.32], [3.10, 0.28, -0.86], [2.70, -0.02, 0.99], [0.14, 2.23, -0.11], [-2.33, 1.32, 0.02], [-0.53, -1.34, 0.34], [-2.05, -1.42, -0.78], [-2.35, -1.18, 0.93]],
  "lowdin_charge": [-0.331, -0.099, -0.089, -0.159, -0.125, 0.082, 0.071, 0.080, 0.146, 0.137, 0.077, 0.097, 0.113]
}

two | {
  "formula": "C5H7N",
  "method": "wB97M-V/def2-TZVPD",
  "smiles": "Cc1cc[nH]c1",
  "homo_lumo_gap_ha": 0.33805,
  "charge": 0,
  "elements": ["C", "C", "C", "N", "C", "C", "H", "H", "H", "H", "H", "H", "H"],
  "positions_angstrom": [[-1.03, -1.16, -1.18], [-0.12, -0.29, -0.36], [-0.55, 0.95, 0.05], [0.34, 1.44, 0.96], [1.36, 0.54, 1.13], [1.12, -0.53, 0.31], [-1.84, -0.53, -1.53], [-0.57, -1.66, -2.04], [-1.49, -1.93, -0.55], [-1.39, 1.52, -0.30], [0.20, 2.28, 1.50], [2.16, 0.74, 1.83], [1.79, -1.37, 0.18]],
  "lowdin_charge": [-0.067, -0.302, -0.113, 0.001, -0.138, -0.059, 0.069, 0.072, 0.075, 0.116, 0.142, 0.106, 0.097]
}

three | {
  "formula": "C5H7N",
  "method": "wB97M-V/def2-TZVPD",
  "homo_lumo_gap_ha": 0.37140,
  "charge": 0,
  "elements": ["C", "C", "C", "N", "C", "C", "H", "H", "H", "H", "H", "H", "H"],
  "positions_angstrom": [[2.04, -0.07, -0.02], [2.50, 0.40, -1.13], [0.68, 0.81, -0.08], [-0.22, -0.03, 0.68], [-0.89, -1.07, -0.07], [-1.63, 0.14, 0.38], [2.33, -0.79, 0.73], [0.77, 1.78, 0.44], [0.30, 1.01, -1.11], [-1.02, -2.02, 0.45], [-0.68, -1.15, -1.13], [-2.29, 0.11, 1.24], [-1.90, 0.87, -0.39]],
  "lowdin_charge": [-0.191, 0.137, -0.247, -0.157, -0.142, -0.144, 0.094, 0.119, 0.108, 0.103, 0.111, 0.102, 0.107]
}

four | {
  "formula": "C5H7N",
  "method": "wB97M-V/def2-TZVPD",
  "homo_lumo_gap_ha": 0.34835,
  "charge": 0,
  "elements": ["C", "N", "C", "C", "C", "C", "H", "H", "H", "H", "H", "H", "H"],
  "positions_angstrom": [[-1.69, -0.51, -0.11], [-0.55, -0.27, 0.72], [-0.04, 1.11, 0.84], [0.64, 0.10, 0.03], [1.86, -0.60, 0.46], [2.44, -0.61, -0.63], [-1.70, -1.55, -0.45], [-1.72, 0.16, -0.99], [-2.59, -0.35, 0.49], [-0.52, 1.89, 0.26], [0.34, 1.41, 1.81], [0.57, 0.38, -1.07], [2.96, -1.15, -1.37]],
  "lowdin_charge": [-0.107, -0.119, -0.098, -0.463, -0.009, 0.139, 0.086, 0.080, 0.080, 0.108, 0.107, 0.150, 0.046]
}

Winner for stability: two

one | {
  "formula": "C5H7N",
  "method": "wB97M-V/def2-TZVPD",
  "smiles": "C1[C@H]2C[C@@H]12.C#N",
  "homo_lumo_gap_ha": 0.38312,
  "charge": 0,
  "elements": ["C", "C", "C", "C", "C", "N", "H", "H", "H", "H", "H", "H", "H"],
  "positions_angstrom": [[1.41, -2.52, -1.70], [0.71, 0.70, 0.71], [-1.28, 1.08, -0.18], [-0.59, 1.27, 1.13], [-0.51, -0.02, 0.44], [0.38, -3.00, -1.79], [-0.86, -1.03, 0.57], [2.43, -2.15, -1.65], [1.36, 1.03, -0.09], [1.28, 0.29, 1.50], [-2.35, 1.11, 0.00], [-0.95, 1.57, -1.00], [-1.03, 1.66, 2.06]],
  "lowdin_charge": [-0.094, -0.124, -0.095, -0.180, -0.235, 0.055, 0.125, 0.056, 0.096, 0.087, 0.107, 0.060, 0.141]
}

two | {
  "formula": "C5H7N",
  "method": "wB97M-V/def2-TZVPD",
  "smiles": "C1=C[C@H]2N[C@H]2C1",
  "homo_lumo_gap_ha": 0.36189,
  "charge": 0,
  "elements": ["C", "C", "C", "C", "N", "C", "H", "H", "H", "H", "H", "H", "H"],
  "positions_angstrom": [[-0.42, 0.18, -1.19], [-0.06, -1.22, -0.72], [0.26, -1.24, 0.57], [0.01, 0.09, 1.21], [0.86, 1.19, 0.88], [-0.30, 1.03, 0.08], [-1.46, 0.27, -1.55], [0.23, 0.49, -2.01], [-0.01, -2.08, -1.39], [0.72, -2.07, 1.12], [-0.59, 0.10, 2.13], [1.80, 1.45, 0.69], [-0.96, 1.88, 0.20]],
  "lowdin_charge": [-0.138, -0.089, -0.056, -0.256, 0.037, -0.275, 0.109, 0.108, 0.096, 0.098, 0.133, 0.105, 0.127]
}

three | {
  "formula": "C5H7N",
  "method": "wB97M-V/def2-TZVPD",
  "homo_lumo_gap_ha": 0.41037,
  "charge": 0,
  "elements": ["C", "C", "C", "C", "C", "N", "H", "H", "H", "H", "H", "H", "H"],
  "positions_angstrom": [[-1.14, 1.03, -0.26], [-0.05, 0.10, -0.74], [1.32, 0.13, -0.12], [0.42, -1.06, 0.11], [-0.82, -1.44, 1.98], [0.28, -1.19, 1.61], [-2.13, 0.59, -0.44], [-1.09, 1.99, -0.78], [-1.06, 1.22, 0.82], [-0.09, -0.14, -1.80], [1.48, 0.80, 0.72], [2.20, -0.04, -0.74], [0.68, -2.00, -0.37]],
  "lowdin_charge": [-0.076, -0.299, -0.099, -0.273, 0.060, -0.021, 0.080, 0.078, 0.073, 0.136, 0.111, 0.099, 0.131]
}

Winner for stability: two

one | {
  "formula": "C5H7N",
  "method": "wB97M-V/def2-TZVPD",
  "homo_lumo_gap_ha": 0.28347,
  "charge": 0,
  "elements": ["C", "C", "C", "N", "C", "C", "H", "H", "H", "H", "H", "H", "H"],
  "positions_angstrom": [[2.54, -0.67, 0.73], [1.55, -0.02, 0.56], [0.37, 0.82, 0.37], [-0.76, 0.08, -0.25], [-0.70, -0.04, -1.57], [-1.68, -0.38, 0.59], [3.42, -1.27, 0.88], [0.02, 1.23, 1.32], [0.61, 1.66, -0.29], [-1.44, -0.65, -2.07], [0.09, 0.45, -2.11], [-1.51, -0.29, 1.66], [-2.51, -0.93, 0.19]],
  "lowdin_charge": [0.121, -0.108, -0.171, -0.310, -0.025, -0.023, 0.029, 0.123, 0.128, 0.062, 0.058, 0.054, 0.062]
}

two | {
  "formula": "C5H7N",
  "method": "wB97M-V/def2-TZVPD",
  "homo_lumo_gap_ha": 0.35802,
  "charge": 0,
  "elements": ["C", "C", "C", "C", "C", "N", "H", "H", "H", "H", "H", "H", "H"],
  "positions_angstrom": [[2.07, -0.03, 0.90], [-1.27, 0.34, 0.50], [-1.23, 0.49, -0.99], [1.42, -0.58, -0.27], [-0.69, -0.73, -0.25], [1.92, 0.84, -0.01], [2.27, -0.10, 1.88], [-0.70, 1.14, 0.99], [-2.14, -0.03, 0.98], [-2.06, 0.60, -1.67], [-0.33, 1.16, -1.18], [1.76, -1.36, -0.91], [-0.99, -1.74, 0.03]],
  "lowdin_charge": [-0.119, -0.235, -0.135, -0.110, -0.145, 0.133, 0.068, 0.098, 0.090, 0.085, 0.104, 0.068, 0.098]
}

three | {
  "formula": "C5H7N",
  "method": "wB97M-V/def2-TZVPD",
  "homo_lumo_gap_ha": [0.29360, 0.29653],
  "charge": 0,
  "elements": ["C", "C", "C", "N", "C", "C", "H", "H", "H", "H", "H", "H", "H"],
  "positions_angstrom": [[-0.45, 1.41, -0.98], [-0.37, 0.11, -0.23], [-1.32, -0.29, 0.87], [-1.53, -0.88, -0.33], [0.83, -0.52, -0.02], [1.89, -0.71, 0.73], [-0.02, 1.30, -1.98], [0.12, 2.17, -0.44], [-1.49, 1.73, -1.07], [-1.06, -0.90, 1.74], [1.92, -0.27, 1.73], [-1.27, -1.87, -0.44], [2.76, -1.29, 0.43]],
  "lowdin_charge": [-0.025, -0.546, -0.042, 0.069, -0.029, -0.002, 0.083, 0.087, 0.085, 0.094, 0.064, 0.113, 0.050]
}

four | {
  "formula": "C5H7N",
  "method": "wB97M-V/def2-TZVPD",
  "smiles": "C#CC(=C)NC",
  "homo_lumo_gap_ha": 0.34398,
  "charge": 0,
  "elements": ["C", "C", "C", "N", "C", "C", "H", "H", "H", "H", "H", "H", "H"],
  "positions_angstrom": [[-1.24, 0.82, -1.22], [0.13, -0.29, 0.46], [-0.42, 0.31, 1.53], [-0.42, -0.31, -0.82], [1.41, -0.96, 0.55], [2.49, -1.49, 0.53], [-1.36, 0.80, -2.31], [-0.77, 1.78, -0.93], [-2.23, 0.77, -0.77], [-1.38, 0.82, 1.47], [0.08, 0.28, 2.49], [0.24, -0.59, -1.52], [3.45, -1.95, 0.52]],
  "lowdin_charge": [-0.117, -0.414, 0.049, -0.056, -0.092, 0.127, 0.081, 0.088, 0.077, 0.053, 0.061, 0.115, 0.027]
}

Winner for stability: four

one | {
  "formula": "C5H7N",
  "method": "wB97M-V/def2-TZVPD",
  "homo_lumo_gap_ha": [0.30730, 0.30680],
  "charge": 0,
  "elements": ["C", "C", "C", "C", "C", "N", "H", "H", "H", "H", "H", "H", "H"],
  "positions_angstrom": [[-0.05, 1.67, 0.97], [0.12, -1.62, 0.50], [0.94, -0.56, -0.20], [-0.89, 1.49, -0.81], [0.04, 0.61, 0.07], [-0.83, 2.44, 0.31], [0.36, 1.92, 1.98], [-0.61, -2.22, 0.09], [-0.01, -1.59, 1.55], [1.96, -0.60, 0.09], [1.00, -0.81, -1.23], [-0.40, 1.90, -1.75], [-1.91, 1.25, -1.15]],
  "lowdin_charge": [-0.178, 0.077, -0.233, -0.158, -0.159, 0.051, 0.126, 0.021, 0.040, 0.094, 0.095, 0.123, 0.101]
}

two | {
  "formula": "C5H7N",
  "method": "wB97M-V/def2-TZVPD",
  "homo_lumo_gap_ha": 0.37377,
  "charge": 0,
  "elements": ["C", "C", "C", "N", "C", "C", "H", "H", "H", "H", "H", "H", "H"],
  "positions_angstrom": [[-0.79, -1.68, -0.50], [-0.19, -0.37, -0.05], [-0.88, 0.66, 0.60], [-0.08, 1.70, 0.92], [1.20, 1.34, 0.37], [1.12, 0.07, -0.21], [-0.13, -2.53, -0.29], [-1.74, -1.86, 0.01], [-0.99, -1.68, -1.58], [-1.94, 0.70, 0.82], [0.40, 2.23, -0.11], [2.07, 1.90, 0.69], [1.94, -0.47, -0.68]],
  "lowdin_charge": [-0.055, -0.287, -0.145, -0.012, -0.210, -0.048, 0.077, 0.074, 0.078, 0.112, 0.190, 0.118, 0.107]
}

three | {
  "formula": "C5H7N",
  "method": "wB97M-V/def2-TZVPD",
  "smiles": "C/N=c1/cc1C",
  "homo_lumo_gap_ha": 0.33935,
  "charge": 0,
  "elements": ["C", "C", "C", "C", "C", "N", "H", "H", "H", "H", "H", "H", "H"],
  "positions_angstrom": [[1.05, 1.91, 0.01], [1.05, 0.57, 0.25], [-0.30, 1.01, 0.01], [2.02, -0.48, -0.12], [-2.49, 0.11, -0.01], [-1.52, 1.17, -0.06], [1.50, 2.84, -0.28], [1.81, -1.40, 0.45], [3.12, -0.23, 0.11], [2.00, -0.75, -1.15], [-3.49, 0.47, 0.53], [-2.03, -0.75, 0.43], [-2.89, -0.24, -0.94]],
  "lowdin_charge": [0.152, -0.222, -0.238, -0.079, -0.151, -0.012, 0.083, 0.073, 0.106, 0.068, 0.111, 0.055, 0.054]
}

Winner for stability: two